1.
Here is a structure of composition C33H35F5N4OP2Ru in a non-equilibrium geometry from OMol25. Energies are from ωB97M-V with the def2-TZVPD basis set.

```
81
Properties=species:S:1:pos:R:3:lowdin_charge:R:1
Ru 0.33403 0.74030 0.29012 0.63
P 0.19111 0.80848 -2.27753 1.13
P -1.38716 1.44279 1.07661 0.94
F 7.21705 -2.76658 3.72192 0.16
F 4.52021 -2.93191 4.30928 0.11
F 2.78187 -0.96351 3.54376 0.10
F 6.17810 0.62218 0.57618 0.13
F 7.99877 -0.85607 1.86512 0.13
O 3.49297 0.19311 1.02596 0.04
N -1.19316 -0.35925 -2.74603 -0.25
N 0.15217 1.62648 -4.10831 -0.15
N -2.19583 3.28781 0.96035 -0.17
N -3.05630 0.78865 1.92904 -0.12
C -5.08629 -0.17643 2.20878 0.02
C -0.40902 1.20614 -5.31079 0.00
C 0.81943 2.82405 -4.35052 -0.02
C 0.35634 -2.69831 2.22651 -0.07
C 4.36886 -0.31916 1.76959 -0.26
C -0.33573 -1.85823 1.40003 -0.16
C 2.46399 -4.19315 1.34802 -0.14
C 2.25364 -2.20548 -0.22856 -0.13
C -4.27864 0.51488 1.31144 -0.02
C -2.83007 -1.08318 -4.17925 -0.05
C -3.52750 3.51524 0.61546 -0.17
C -1.73496 4.39744 1.62882 -0.14
C 0.86335 -2.25468 -0.74149 -0.26
C -3.94821 4.69383 1.21088 -0.06
C -0.07534 2.11473 -6.31775 0.03
C 2.98518 -3.17246 0.36594 -0.09
C 4.93373 -1.89151 3.54511 -0.12
C -0.50677 -2.20354 -0.07783 -0.21
C -4.39113 -0.20145 3.45003 0.03
C 6.72825 -0.92612 2.31259 -0.11
C -1.89130 1.10342 -0.59743 -0.47
C 0.72324 3.11821 -5.70443 0.01
C 5.81076 -0.26372 1.52661 -0.08
C -2.80321 5.26046 1.81990 -0.07
C -2.00890 -2.18532 -3.77432 -0.05
C -1.02119 -1.72055 -2.94927 -0.16
C -0.98101 1.94761 -1.49113 -0.44
C 0.92825 -4.02843 1.75873 -0.14
C 1.05356 1.62391 2.19420 -0.17
C -2.32798 0.01517 -3.48799 -0.19
C -3.20076 0.48661 3.26033 -0.01
C 3.97298 -1.14532 2.89938 -0.09
C 6.31421 -1.87180 3.25981 -0.06
H -4.77323 -0.61209 4.34779 0.12
H -0.69221 4.49414 1.88325 0.10
H -2.93643 1.30061 -0.70184 0.05
H -2.81612 6.15399 2.39235 0.10
H -1.82342 0.04214 -0.74515 0.04
H -3.58820 -1.10098 -4.98103 0.12
H -4.55110 0.93420 0.34686 0.12
H 1.98165 2.17260 2.03365 0.00
H 0.92834 -1.58244 -1.60507 0.02
H -0.35286 2.02720 -7.35154 0.13
H -0.45503 2.78732 -0.96841 0.09
H 0.97934 -3.22700 -1.17171 0.12
H 2.49981 -5.23540 1.04345 0.11
H 2.82734 -1.40188 -0.74789 0.11
H 1.17764 3.94626 -6.20269 0.12
H 3.06620 -4.01255 2.24742 0.10
H 4.08146 -2.99785 0.39110 0.12
H -2.58285 1.04163 -3.63330 0.10
H 0.71874 -4.75295 2.56191 0.13
H -0.14971 -2.27169 -2.65771 0.09
H -1.04962 0.33449 -5.38225 0.12
H -2.49201 0.83135 3.97329 0.14
H -1.14612 -1.26645 1.86785 0.07
H 1.23904 3.39574 -3.53006 0.14
H -4.08239 2.85518 -0.01894 0.08
H -1.99936 -3.19401 -4.12355 0.11
H -1.11662 -3.12001 -0.19974 0.14
H -1.61118 2.32800 -2.28739 0.08
H -6.06897 -0.56174 1.97558 0.13
H -4.95600 5.03151 1.26087 0.10
H -1.03088 -1.36498 -0.55968 0.04
H 0.20593 2.38571 2.25138 -0.07
H 0.36781 -4.23381 0.83950 0.10
H 0.60992 -2.34525 3.23520 0.11
H 1.33954 1.16368 3.14861 0.01
```

## Properties
Maximum force (eV/Å): 6.3
Highest occupied orbital energy (spin up / spin down) (Eh): -0.4796 / -0.4769
Charge: +2
Orbital gap (spin up / spin down) (eV): 6.25 / 4.27
E_LUMO (spin up / spin down) (eV): -6.8 / -8.7
Energy (Eh): -2848.49545
2S+1: 5
Energy above the lowest of the compared OMol25 structures with the same formula, charge and spin (kcal per mole): 227.53

2.
Here is a cluster of 2 separate species, C33H35F6N3O3S in total in a non-equilibrium geometry from OMol25. Energies are from ωB97M-V with the def2-TZVPD basis set.

```
81
Properties=species:S:1:pos:R:3:lowdin_charge:R:1
S 2.51004 0.23656 3.91766 0.70
F 4.25722 -1.25655 2.57111 0.08
F -4.54542 -1.02960 5.58028 0.11
F -4.86192 -1.47378 3.44057 0.10
F 4.05929 -1.82208 4.67237 0.13
F -4.76747 0.61531 4.13511 0.10
F 5.17932 -0.01420 4.13239 0.12
O 2.12112 0.20695 5.30752 -0.30
O 2.82407 1.50488 3.27222 -0.35
O -4.79180 0.91512 -2.88161 0.09
N 7.27331 0.42480 -1.44550 -0.25
N -1.53597 0.49033 -1.59449 0.04
N -2.68687 0.19026 -3.51324 -0.04
C -5.29746 1.02752 0.88122 -0.05
C -2.94024 0.72665 -1.25645 -0.15
C -3.45945 -0.28337 -0.22490 -0.08
C -2.00754 0.56973 4.03708 -0.03
C -3.62731 0.62765 -2.62090 -0.37
C 3.60234 0.01766 -1.76297 -0.01
C 1.79862 0.31076 -0.03431 0.06
C -2.07587 -1.84641 3.86261 -0.03
C -0.47850 1.20108 -3.78135 0.01
C 7.84321 1.36287 -2.39465 -0.08
C 0.76852 0.31839 -0.96097 -0.06
C -0.66506 0.55882 3.68583 -0.05
C -6.64776 1.26243 1.13984 -0.07
C -2.72736 -0.62702 4.06196 -0.16
C -5.89460 -0.92466 -0.41250 -0.04
C 4.16738 0.64334 0.50699 -0.01
C 1.38134 -0.64633 2.93037 -0.28
C 0.00354 -0.65503 3.35807 -0.31
C 4.92209 0.20083 -2.13535 0.00
C -7.24440 -0.66977 -0.17932 -0.07
C -1.31744 0.15818 -3.01568 -0.46
C -7.62574 0.41679 0.61394 -0.08
C 5.49730 0.64994 0.19666 0.02
C -3.00151 -0.06724 -4.90019 -0.01
C 5.90536 0.44974 -1.14615 -0.23
C -0.74722 -1.85823 3.46907 -0.03
C 4.10542 -0.77497 3.83706 -0.62
C 3.16995 0.30061 -0.43562 -0.18
C -0.73880 -1.25169 -3.21625 0.01
C -0.57708 0.47841 -0.65262 0.04
C -4.91918 -0.06095 0.09444 -0.24
C 8.00275 -0.82766 -1.33556 -0.07
C -4.21703 -0.62390 4.31104 -0.52
H 8.06822 -1.33424 -2.31517 0.08
H -1.41993 -1.99181 -2.77465 0.10
H -6.92965 2.11673 1.75720 0.11
H -4.52237 1.69211 1.27386 0.12
H 5.24022 0.09040 -3.17301 0.12
H -0.11464 1.50341 3.62781 0.11
H 6.26153 0.83817 0.95533 0.13
H 7.26780 2.29619 -2.37183 0.09
H 1.80697 -1.50399 2.41509 0.07
H -2.49428 1.50427 4.31143 0.12
H -0.21899 0.80355 -4.77110 0.09
H -2.61083 -2.77711 4.02212 0.12
H -2.60591 -1.04691 -5.19517 0.09
H -0.22773 -2.79607 3.27483 0.11
H 0.24012 -1.35720 -2.74402 0.07
H 0.44467 1.46462 -3.26209 0.08
H -1.06771 2.11617 -3.92190 0.10
H -8.68167 0.60316 0.81921 0.10
H 9.02037 -0.61501 -0.98517 0.08
H 7.50169 -1.49039 -0.61994 0.09
H 7.84160 0.95949 -3.42038 0.08
H 2.89222 -0.33683 -2.50724 0.11
H 3.83734 0.93759 1.50103 0.08
H 1.55533 0.39087 1.02511 0.08
H -0.63453 -1.44964 -4.29025 0.09
H -3.08119 1.74827 -0.85678 0.17
H -5.57760 -1.77750 -1.01602 0.12
H -4.08642 -0.06379 -5.03183 0.10
H -3.31752 -1.29862 -0.63350 0.13
H -7.99757 -1.32693 -0.61592 0.10
H -2.85205 -0.19741 0.69313 0.12
H 1.04116 0.22331 -2.00711 0.06
H -0.89868 0.66102 0.37587 0.15
H -2.55311 0.69204 -5.55510 0.10
H 8.87998 1.56992 -2.09868 0.09
```

## Properties
Maximum force (eV/Å): 2.1
Highest occupied orbital energy (Eh): -0.2365
Orbital gap (eV): 4.41
E_LUMO (eV): -2.0
Energy (Eh): -2665.77261
Energy above the lowest of the compared OMol25 structures with the same formula, charge and spin (kcal per mole): 0.00

3.
Here is a structure of composition C33H35N3O8PTi in a non-equilibrium geometry from OMol25. Energies are from ωB97M-V with the def2-TZVPD basis set.

```
81
Properties=species:S:1:pos:R:3:lowdin_charge:R:1
Ti -0.66336 -0.40987 0.32646 1.19
P 1.59734 1.01803 -1.03894 0.97
O 0.54204 -1.08427 1.63916 -0.09
O 0.70084 -0.23717 -0.82444 -0.37
O -4.36526 -3.28807 -5.78484 0.14
O -1.75916 0.82183 -0.68734 -0.09
O -4.37006 -1.14007 -5.97154 0.13
O -1.38136 -1.73697 -0.56484 -0.09
O -1.77406 -2.21707 1.87136 -0.15
O -1.60406 0.35783 1.77426 -0.08
N -4.13156 -2.17517 -5.41234 -0.36
N -3.25166 0.76413 3.26396 -0.09
N 1.64204 -2.49867 3.01196 -0.09
C 1.52444 1.44933 -2.77974 -0.28
C 0.85004 2.25313 0.06536 -0.29
C -2.44526 -0.05337 2.63816 -0.29
C 4.27394 1.56203 -0.58534 -0.05
C -3.44486 -2.05777 -4.10194 -0.09
C -2.04466 -1.84707 -1.68864 -0.23
C -0.15176 3.11713 -0.37694 -0.08
C -4.24346 0.34073 4.22976 0.02
C -2.96486 -3.20897 -3.46244 0.08
C -2.38916 0.60433 -1.75074 -0.05
C 3.58444 -0.73257 -0.24384 -0.08
C 1.86504 -3.78097 3.64866 0.02
C 4.89674 -1.07857 0.02886 -0.06
C 1.42044 0.39343 -3.68404 -0.07
C 5.58144 1.20523 -0.30654 -0.03
C -0.19796 4.14953 1.79346 -0.04
C -2.50826 -1.56107 2.89606 -0.04
C 2.74384 -1.56047 3.14116 0.02
C -0.68166 -3.03187 2.26746 -0.05
C 1.59414 1.96013 -5.49124 -0.02
C 0.58654 -2.16927 2.30786 -0.29
C 1.45634 0.65383 -5.04114 -0.04
C -2.57016 -0.67157 -2.33414 -0.08
C 0.80654 3.29643 2.22966 -0.04
C -2.26886 -3.10427 -2.27834 0.06
C -0.68496 4.05023 0.49796 -0.04
C 1.31814 2.33033 1.37726 -0.07
C -3.28716 2.17393 2.92296 0.03
C -3.26536 -0.81377 -3.55504 0.10
C 1.71044 3.00693 -4.58734 -0.03
C 3.27534 0.59193 -0.54164 -0.28
C 1.69104 2.75693 -3.22584 -0.07
C 5.89214 -0.11217 -0.00044 -0.03
H 1.82934 4.01903 -4.94114 0.12
H -5.20366 0.18263 3.73416 0.13
H -1.46126 4.71983 0.16296 0.13
H -3.04116 2.78003 3.79566 0.12
H -0.56856 4.92463 2.44816 0.13
H 1.62644 2.15903 -6.55114 0.13
H 0.97614 -4.40397 3.66466 0.10
H 4.02584 2.58143 -0.84174 0.12
H 1.21064 3.40943 3.22356 0.12
H -4.37466 1.12383 4.97476 0.12
H 1.39274 -0.16227 -5.74384 0.12
H -3.95896 -0.57077 4.74556 0.10
H -2.10756 -1.79977 3.88966 0.16
H 1.32234 -0.61747 -3.30764 0.11
H -3.13496 -4.17257 -3.92504 0.15
H 2.14674 1.69973 1.68646 0.11
H 2.64574 -4.32257 3.10716 0.12
H 6.91504 -0.38777 0.20416 0.13
H 2.85414 -1.27327 4.18796 0.12
H -0.58536 -3.79837 1.48336 0.17
H 3.67534 -2.01707 2.81266 0.11
H -0.46616 3.10473 -1.41234 0.11
H -0.88516 -3.52357 3.22746 0.15
H -3.54916 -1.91277 2.83626 0.16
H 1.80414 3.56673 -2.51954 0.11
H 2.53724 -0.67617 2.54096 0.08
H 5.14584 -2.10607 0.24396 0.12
H -3.64756 0.05003 -4.07984 0.15
H -2.85246 1.46403 -2.26474 0.18
H 2.79294 -1.47597 -0.24714 0.11
H -4.29506 2.43183 2.59386 0.12
H 6.36114 1.94913 -0.34184 0.13
H -2.57666 2.38073 2.12216 0.08
H 2.21774 -3.62647 4.66976 0.12
H -1.87556 -3.98647 -1.79154 0.14
```

## Properties
Maximum force (eV/Å): 2.4
Highest occupied orbital energy (Eh): -0.6143
Charge: +3
Orbital gap (eV): 7.16
E_LUMO (eV): -9.6
Energy (Eh): -3234.71374
Energy above the lowest of the compared OMol25 structures with the same formula, charge and spin (kcal per mole): 28.11